Record 1
The following is a DFT calculation (the ωB97M-V functional and the def2-TZVPD basis) of C21H15Cl3NO2S4Tc as an isolated structure.

- LUMO (alpha / beta) (eV) = -4.64 / -5.47
- E (eV) = -110708.918
- largest force on an atom (Eh/bohr) = 0.0231
- multiplicity = 2
- total charge = +1

Geometry as XYZ:
```
47
Properties=species:S:1:pos:R:3:forces:R:3
Tc 0.372664 -0.221050 -0.538991 0.39 0.23 -1.10
S -1.238637 -1.062882 -1.987361 0.21 0.04 0.40
C -1.878595 -2.363395 -0.993932 -0.13 0.09 0.02
C -3.177764 -2.813777 -1.237045 -0.02 0.01 -0.03
C -3.721218 -3.825019 -0.464878 0.03 0.01 -0.01
C -2.967475 -4.423949 0.537083 0.00 0.02 -0.02
C -1.665149 -4.008104 0.773574 -0.01 0.01 0.00
C -1.134867 -2.970333 0.027762 0.01 0.10 -0.02
S 0.547630 -2.440161 0.268668 0.25 0.02 0.10
C 0.570325 -1.957547 2.039963 0.03 0.00 0.03
C 1.224991 -0.619584 2.285911 -0.01 0.01 -0.11
C 1.623589 -0.270394 3.563714 0.02 0.00 -0.01
C 2.084098 1.013561 3.795954 0.04 -0.01 0.05
C 2.153090 1.923175 2.752669 0.01 0.03 -0.02
C 1.775203 1.513834 1.490008 -0.05 -0.11 -0.08
C 1.861150 2.401981 0.286030 0.05 0.01 0.05
S 0.422332 2.170027 -0.848289 -0.13 -0.21 0.11
C 1.282174 2.351403 -2.384806 0.05 0.08 -0.01
C 1.235213 3.561601 -3.060235 0.05 -0.07 -0.03
C 1.953627 3.705702 -4.239375 0.00 -0.03 0.01
C 2.712189 2.647010 -4.718186 -0.01 -0.01 0.00
C 2.753709 1.438326 -4.036843 0.00 0.01 0.00
C 2.026229 1.275095 -2.862928 0.06 -0.05 -0.15
S 2.069555 -0.296870 -2.034500 -0.46 0.10 0.46
N 1.333607 0.259853 1.273950 -0.15 -0.04 0.16
H -3.756639 -2.344236 -2.021224 -0.02 0.00 0.00
H -4.734303 -4.152965 -0.649783 -0.01 0.00 0.00
H -3.387902 -5.226844 1.126383 0.00 -0.01 0.00
H -1.066992 -4.495879 1.532801 0.01 0.00 0.00
H 1.073487 -2.730509 2.618460 -0.01 -0.01 -0.02
H -0.472931 -1.891762 2.352108 -0.02 0.04 0.01
H 1.546640 -0.989595 4.366641 0.00 0.00 0.01
H 2.382856 1.308512 4.792708 0.00 0.01 0.01
H 2.496525 2.934949 2.912925 -0.01 0.01 0.01
H 2.738656 2.126869 -0.301881 0.02 0.02 0.02
H 1.934796 3.449235 0.570801 -0.01 0.00 -0.01
H 0.639820 4.375972 -2.669925 -0.01 0.01 0.01
H 1.920934 4.640997 -4.780087 -0.01 0.01 0.00
H 3.271315 2.757087 -5.637120 0.01 0.00 -0.01
H 3.338317 0.613411 -4.422188 0.00 -0.01 0.00
Cl -3.173578 -1.253787 2.683221 0.07 0.02 -0.07
C -3.205463 0.384456 1.971628 -0.01 -0.06 0.07
Cl -4.865885 0.859428 1.718571 -0.04 0.05 -0.01
Cl -2.404240 1.523007 3.078259 0.01 -0.02 0.00
C -2.402581 0.379610 0.634549 0.66 0.16 0.37
O -2.913925 0.741609 -0.389789 -0.22 -0.04 -0.42
O -1.176581 0.001930 0.825028 -0.61 -0.38 0.21
```
Forces are in eV/Å.

Record 2
The following is a DFT calculation (the ωB97M-V functional and the def2-TZVPD basis) of one molecule with the formula C2H2S2.

- LUMO (eV) = -2.12
- E (eV) = -23775.184
- largest force on an atom (Eh/bohr) = 0.0315
- multiplicity = 1
- energy relative to the best compared isomer or geometry (same formula, charge and spin) (kJ/mol) = 41.54
- SMILES = S=CC=S

Geometry as XYZ:
```
6
Properties=species:S:1:pos:R:3:forces:R:3
S -0.793707 0.789237 -1.814719 0.06 -0.27 0.88
C -0.541680 0.476142 -0.241250 0.66 -0.13 0.13
C 0.428165 -0.538051 0.258569 0.92 -0.51 -0.84
S 0.978341 -0.616964 1.799131 -0.65 0.08 -1.27
H -0.942417 1.064657 0.582175 -0.35 0.14 -0.22
H 0.871299 -1.175021 -0.583906 -0.64 0.70 1.31
```
Forces are in eV/Å.

multiplicity of number 1 (C21H15Cl3NO2S4Tc)? 2